Here is a molecular structure, C2H3Br2OP at a distorted geometry from the OMol25 dataset. Energies are from ωB97M-V/def2-TZVPD.

Cartesian coordinates (Å):
C: -0.6829 -0.5722 -0.4207
C: 1.1182 -0.0742 0.5802
O: -2.2843 1.6644 -0.6378
P: -1.5148 0.9483 0.3843
Br: 2.3353 -1.2356 -0.2754
Br: 1.5675 1.7640 0.3031
H: -0.7419 -0.4464 -1.4948
H: -0.7580 -1.6864 -0.0543
H: 0.9607 -0.3619 1.6154

The relative energy (zero: lowest compared OMol25 entry of this formula, charge and spin) is 3.671 eV. Its strongest force on any atom is 0.0744 Eh/bohr. The LUMO energy comes out at -0.8 eV. The calculated total energy is -153541.173 eV.